(1)
C10H30BF4O5S5 | wB97M-V/def2-TZVPD

Each line ends with the Löwdin charge.
Element x y z (Å)
1 B -1.377 -0.895 0.332  -1.4292
2 F -0.334 -1.189 -0.491  0.1361
3 F -0.967 -0.563 1.589  0.1433
4 F -2.098 0.192 -0.197  0.0809
5 F -2.286 -1.927 0.409  0.1206
6 C -0.693 2.101 -4.363  -0.2721
7 S -2.375 2.778 -4.163  0.8504
8 O -3.198 2.678 -5.526  -0.6231
9 C -3.057 1.388 -3.058  -0.2211
10 H -0.268 1.898 -3.380  0.0416
11 H -0.178 2.944 -4.822  0.0373
12 H -0.819 1.205 -4.971  0.0563
13 H -2.273 1.036 -2.388  0.0201
14 H -3.276 0.507 -3.661  0.0440
15 H -3.917 1.704 -2.469  0.0486
16 C -3.061 -3.278 -3.255  -0.2463
17 S -1.872 -4.658 -3.469  0.8064
18 O -1.372 -4.621 -4.898  -0.5859
19 C -0.526 -4.077 -2.368  -0.2596
20 H -2.578 -2.413 -3.710  0.0450
21 H -3.160 -3.037 -2.196  0.0480
22 H -4.034 -3.509 -3.687  0.0461
23 H -0.717 -4.025 -1.296  0.0530
24 H -0.169 -3.113 -2.729  0.0515
25 H 0.235 -4.858 -2.380  0.0384
26 C -0.045 2.387 1.114  -0.2492
27 S 0.758 3.935 0.498  0.8315
28 O 1.305 4.686 1.722  -0.5960
29 C 2.258 3.133 -0.326  -0.2396
30 H 0.668 1.854 1.742  0.0206
31 H -0.509 1.684 0.422  0.0373
32 H -0.873 2.742 1.728  0.0523
33 H 2.933 3.958 -0.555  0.0361
34 H 2.004 2.606 -1.245  0.0370
35 H 2.762 2.502 0.406  0.0182
36 C 1.102 0.064 4.582  -0.2573
37 S -0.023 1.508 4.851  0.8344
38 O -1.438 1.071 4.591  -0.5454
39 C 0.242 1.407 6.642  -0.2929
40 H 2.124 0.444 4.611  0.0506
41 H 0.944 -0.523 3.677  0.0247
42 H 1.152 -0.605 5.441  0.0427
43 H -0.113 2.336 7.087  0.0383
44 H 1.259 1.236 6.994  0.0494
45 H -0.378 0.605 7.043  0.0545
46 C 2.337 -2.004 1.755  -0.2434
47 S 2.709 -0.317 1.024  0.8427
48 O 4.124 0.188 1.470  -0.5919
49 C 2.979 -0.911 -0.704  -0.2402
50 H 2.934 -2.825 1.359  0.0396
51 H 1.371 -2.451 1.520  0.0551
52 H 2.537 -1.989 2.827  0.0349
53 H 3.662 -1.761 -0.699  0.0463
54 H 3.547 -0.128 -1.206  0.0407
55 H 2.040 -1.101 -1.225  0.0386

Output
relative energy (zero: lowest compared OMol25 entry of this formula, charge and spin)	0.0	kJ/mol
E_HOMO	-6.53	eV
total charge	-1
LUMO level	2.341	eV

=====

(2)
C3H10N4S | wB97M-V/def2-TZVPD

Each line ends with the Löwdin charge.
Element x y z (Å)
1 C -1.554 0.394 0.418  -0.3954
2 C 0.617 -1.056 -1.389  -0.0688
3 C 1.839 -0.377 1.822  0.1839
4 N -1.650 1.405 -0.325  -0.0317
5 N 0.757 -0.158 -0.289  -0.0204
6 N -0.727 2.142 -0.965  0.1527
7 N 1.519 -0.725 0.669  -0.0252
8 S -2.474 -0.908 0.967  1.0016
9 H 0.171 -0.597 -2.166  0.0560
10 H 1.523 -1.479 -1.727  0.1048
11 H 0.001 -2.000 -1.117  0.1478
12 H 1.616 0.674 2.178  0.1535
13 H 2.506 -0.948 2.558  0.1712
14 H -2.324 -0.732 2.269  -0.0698
15 H -2.507 1.874 -0.250  0.1742
16 H -1.067 2.605 -1.874  0.2028
17 H 0.083 1.605 -1.107  0.0582
18 H 1.670 -1.722 0.328  0.2045

Output
relative energy (zero: lowest compared OMol25 entry of this formula, charge and spin)	418.6	kJ/mol
E_HOMO (spin up / spin down)	-18.36 / -16.99	eV
total charge	+2
LUMO level (spin up / spin down)	-9.650 / -10.510	eV

=====

(3)
C10H14BN | wB97M-V/def2-TZVPD

Each line ends with the Löwdin charge.
Element x y z (Å)
1 B -0.305 0.315 -0.353  -0.1347
2 C 3.981 -0.428 0.231  -0.0692
3 C 3.509 0.326 -0.843  -0.1110
4 C 2.988 -1.004 1.036  -0.0990
5 C 2.184 0.513 -1.133  -0.0614
6 C 1.633 -0.865 0.809  -0.0560
7 C 1.167 0.018 -0.231  -0.1462
8 C -3.200 -2.426 0.195  -0.1481
9 C -2.095 -2.595 -0.474  -0.0019
10 C -2.626 1.083 -0.547  -0.0939
11 C -0.969 2.482 0.601  0.0069
12 N -1.298 1.204 -0.101  -0.1321
13 H 4.918 -0.692 0.569  0.0720
14 H 4.141 0.782 -1.500  0.0673
15 H 3.426 -1.678 1.770  0.1003
16 H 1.906 1.232 -1.993  0.1366
17 H 0.820 -1.360 1.284  0.0888
18 H -3.676 -3.294 0.745  0.0659
19 H -3.690 -1.474 0.211  0.0045
20 H -1.287 -3.371 -0.470  0.0359
21 H -3.246 0.755 0.291  0.0988
22 H -2.944 1.972 -0.932  0.0591
23 H -2.821 0.446 -1.339  0.0682
24 H -1.776 3.158 0.514  0.0779
25 H -0.692 2.163 1.570  0.0804
26 H -0.047 2.736 0.090  0.0906

Output
relative energy (zero: lowest compared OMol25 entry of this formula, charge and spin)	552.2	kJ/mol
E_HOMO (spin up / spin down)	-5.91 / -8.39	eV
LUMO level (spin up / spin down)	0.114 / 0.376	eV

=====

(4)
C28H35CoN5OP2 | wB97M-V/def2-TZVPD

Each line ends with the Löwdin charge.
Element x y z (Å)
1 Co -4.521 0.854 -1.811  0.2960
2 C -5.798 2.209 -2.144  -0.2444
3 C -5.761 2.105 -0.718  -0.2130
4 C -6.791 1.432 0.130  -0.2216
5 C -7.149 0.012 -0.302  -0.2116
6 C -6.100 -0.720 -1.048  -0.1451
7 C -5.634 -0.551 -2.361  -0.2885
8 C -6.360 0.195 -3.450  -0.1832
9 C -6.859 1.589 -3.019  -0.1714
10 C -1.340 -1.041 -1.148  -0.2478
11 H -5.255 3.044 -2.593  0.0882
12 H -5.277 2.938 -0.172  0.0903
13 H -7.731 2.016 0.227  0.1169
14 H -6.379 1.386 1.146  0.0864
15 H -7.377 -0.571 0.614  0.1109
16 H -8.130 -0.003 -0.820  0.1132
17 H -5.940 -1.738 -0.656  0.0954
18 H -5.065 -1.366 -2.772  0.0638
19 H -7.201 -0.432 -3.781  0.1142
20 H -5.664 0.358 -4.304  0.1146
21 H -6.970 2.222 -3.916  0.1081
22 H -7.853 1.525 -2.548  0.1056
23 H -1.384 -0.239 -1.862  -0.0071
24 H -1.261 -1.950 -1.749  0.0435
25 H -0.444 -0.847 -0.557  0.0308
26 P -2.753 -1.113 -0.005  1.0376
27 P -1.896 2.131 0.771  0.9546
28 N -3.618 -2.536 -0.706  -0.1708
29 N -2.132 -2.072 1.477  -0.1636
30 N -2.446 2.551 -0.803  -0.1678
31 N -1.281 3.383 1.656  -0.1713
32 C -3.816 -0.026 1.060  -0.3250
33 C -3.312 1.360 1.566  -0.2492
34 C -3.556 -2.700 -2.100  -0.1991
35 C -4.143 -3.908 -2.444  -0.0856
36 C -4.624 -4.499 -1.246  -0.0887
37 C -4.334 -3.635 -0.196  -0.1236
38 C -1.200 -3.093 1.308  -0.1546
39 C -1.025 -3.798 2.508  -0.0957
40 C -1.907 -3.206 3.471  -0.0975
41 C -2.559 -2.155 2.813  -0.1570
42 C -2.736 1.675 -2.003  -0.2599
43 C -2.898 2.670 -3.071  -0.1264
44 C -2.909 3.940 -2.522  -0.1252
45 C -2.735 3.836 -1.149  -0.1958
46 C -1.809 4.679 1.839  -0.0998
47 C -0.890 5.415 2.554  -0.0648
48 C 0.184 4.541 2.912  -0.0673
49 C -0.107 3.293 2.435  -0.1119
50 H -4.014 -0.587 1.967  0.0340
51 H -4.793 0.071 0.590  0.0289
52 H -4.138 2.093 1.511  0.0891
53 H -3.042 1.336 2.643  0.0968
54 H -3.061 -1.975 -2.737  0.1058
55 H -4.194 -4.296 -3.450  0.0969
56 H -5.116 -5.462 -1.174  0.0952
57 H -4.575 -3.720 0.856  0.1108
58 H -0.694 -3.225 0.359  0.1000
59 H -0.328 -4.623 2.676  0.0928
60 H -2.054 -3.485 4.516  0.0940
61 H -3.259 -1.461 3.273  0.0881
62 H -1.907 0.961 -2.131  0.0390
63 H -3.003 2.413 -4.131  0.1077
64 H -3.066 4.862 -3.063  0.1013
65 H -2.828 4.643 -0.441  0.0687
66 H -2.783 4.962 1.457  0.1069
67 H -0.960 6.479 2.798  0.1103
68 H 1.091 4.822 3.424  0.1052
69 H 0.413 2.366 2.583  0.1080
70 O 1.657 1.939 -0.322  0.1870
71 C 0.637 1.562 0.153  -0.3265
72 N -0.471 1.221 0.537  0.0238

Output
spin multiplicity	4
relative energy (zero: lowest compared OMol25 entry of this formula, charge and spin)	0.0	kJ/mol
E_HOMO (spin up / spin down)	-4.36 / -6.08	eV
LUMO level (spin up / spin down)	0.146 / 0.076	eV

=====

(5)
C2H11N2O | wB97M-V/def2-TZVPD

Each line ends with the Löwdin charge.
Element x y z (Å)
1 N 0.814 -0.875 -0.419  0.1673
2 C 0.632 0.568 0.017  -0.1552
3 C -0.091 0.683 1.359  -0.2882
4 N -0.458 2.060 1.501  0.0184
5 H 0.998 -1.356 0.461  0.1564
6 H 1.554 -1.037 -1.095  0.1655
7 H -0.058 -1.292 -0.842  0.1081
8 H -0.005 1.039 -0.738  0.1271
9 H 1.548 1.120 -0.183  0.1322
10 H 0.548 0.165 2.099  0.1227
11 H -0.938 -0.010 1.292  0.1243
12 H -1.316 2.286 1.990  0.0906
13 H 0.257 2.558 2.039  0.0973
14 H -1.862 -1.727 -2.229  0.0814
15 H -0.712 -2.314 -3.034  0.0713
16 O -0.910 -1.868 -2.218  -0.0193

Output
relative energy (zero: lowest compared OMol25 entry of this formula, charge and spin)	66.5	kJ/mol
E_HOMO	-13.56	eV
total charge	+1
LUMO level	-3.287	eV

=====

(6)
C30H29Cl2N3ORhS | wB97M-V/def2-TZVPD

Each line ends with the Löwdin charge.
Element x y z (Å)
1 Rh 0.298 0.394 0.016  0.7927
2 C -1.746 1.987 -3.473  -0.0592
3 C -0.773 1.408 -2.640  -0.1353
4 N -0.902 1.381 -1.333  -0.0231
5 C -1.999 1.943 -0.727  -0.1339
6 C -3.015 2.540 -1.492  -0.1744
7 C -2.855 2.544 -2.900  -0.0277
8 C -4.156 3.081 -0.849  -0.0740
9 C -4.247 2.983 0.512  -0.1037
10 C -3.243 2.388 1.295  -0.0320
11 C -2.087 1.863 0.725  -0.2152
12 N -1.045 1.221 1.313  -0.0577
13 C -0.694 1.094 2.621  -0.2321
14 C -1.247 1.702 3.741  -0.0267
15 C -0.777 1.413 5.035  -0.0977
16 C 0.235 0.521 5.257  -0.0709
17 C 0.865 -0.095 4.148  -0.1817
18 C 1.928 -1.020 4.282  -0.0244
19 C 2.503 -1.562 3.171  -0.0410
20 C 2.047 -1.171 1.899  -0.0945
21 N 1.057 -0.320 1.745  -0.0200
22 C 0.433 0.216 2.846  -0.1538
23 H -1.600 1.985 -4.545  0.0985
24 H 0.151 0.981 -3.017  0.0882
25 H -3.631 2.995 -3.509  0.1086
26 H -4.936 3.542 -1.442  0.0978
27 H -5.125 3.367 1.019  0.0973
28 H -3.413 2.302 2.356  0.0786
29 H -2.038 2.426 3.635  0.0789
30 H -1.248 1.909 5.875  0.0973
31 H 0.574 0.286 6.258  0.0998
32 H 2.272 -1.282 5.276  0.1112
33 H 3.320 -2.266 3.243  0.1042
34 H 2.509 -1.526 0.988  0.1113
35 C -3.166 -1.823 -2.396  -0.1378
36 C -2.377 -2.916 -1.687  -0.3965
37 S -0.799 -2.272 -1.061  0.8237
38 O -0.220 -3.377 -0.230  -0.5465
39 C 0.135 -2.258 -2.612  -0.3915
40 C 0.487 -3.647 -3.114  -0.1329
41 H -4.188 -2.150 -2.592  0.0705
42 H -2.717 -1.551 -3.352  0.0617
43 H -3.213 -0.921 -1.780  0.0661
44 H -2.203 -3.795 -2.309  0.0794
45 H -2.882 -3.238 -0.775  0.0673
46 H 1.012 -1.657 -2.369  0.0398
47 H -0.460 -1.681 -3.325  0.0752
48 H 0.823 -4.265 -2.281  0.0665
49 H 1.295 -3.585 -3.845  0.0727
50 H -0.360 -4.141 -3.592  0.0615
51 C 1.874 0.327 -1.018  -0.1446
52 C 3.233 0.429 -1.009  -0.4037
53 C 4.102 -0.534 -1.649  -0.1160
54 C 5.470 -0.399 -1.626  -0.1708
55 C 6.113 0.676 -1.005  -0.1802
56 C 5.290 1.623 -0.381  -0.1653
57 C 3.921 1.522 -0.359  -0.1065
58 H 3.654 -1.374 -2.170  0.0781
59 H 6.064 -1.160 -2.125  0.0822
60 H 7.190 0.772 -1.006  0.0604
61 H 5.743 2.473 0.123  0.0831
62 H 3.326 2.275 0.144  0.0827
63 Cl -2.747 -1.706 1.916  0.5507
64 C -1.438 -2.703 2.578  -0.9973
65 Cl -2.057 -4.204 3.303  0.4914
66 H -0.948 -2.133 3.357  0.0117
67 H -0.775 -2.968 1.759  -0.0203

Output
relative energy (zero: lowest compared OMol25 entry of this formula, charge and spin)	16.7	kJ/mol
E_HOMO	-1.80	eV
total charge	-1
LUMO level	2.439	eV

=====

(7)
C7H13N2 | wB97M-V/def2-TZVPD

Each line ends with the Löwdin charge.
Element x y z (Å)
1 C -0.124 -1.321 0.563  -0.1311
2 C -0.092 -0.099 0.037  -0.0922
3 C -1.725 1.586 0.260  -0.1786
4 C 1.329 -1.591 0.132  -0.0609
5 C -1.056 -2.140 1.332  -0.0016
6 C -1.801 3.044 0.163  -0.0506
7 C 2.066 -0.234 -1.791  -0.0194
8 N -0.599 1.094 -0.082  0.1269
9 N 1.555 -0.287 -0.458  -0.0703
10 H -2.479 0.988 0.785  0.1290
11 H 2.089 -1.747 1.001  0.1841
12 H 1.477 -2.319 -0.613  0.1205
13 H -1.637 -1.418 1.832  0.0737
14 H -0.544 -2.877 1.970  0.1083
15 H -1.681 -2.850 0.726  0.1247
16 H -1.037 3.474 0.841  0.1144
17 H -2.734 3.363 0.334  0.0409
18 H -1.387 3.462 -0.699  0.0720
19 H 1.087 -0.034 -2.455  0.1561
20 H 2.721 0.719 -1.960  0.1392
21 H 2.630 -1.080 -2.130  0.0871
22 H 1.942 0.269 0.210  0.1278

Output
spin multiplicity	3
relative energy (zero: lowest compared OMol25 entry of this formula, charge and spin)	249.5	kJ/mol
E_HOMO (spin up / spin down)	-10.06 / -14.27	eV
total charge	+1
LUMO level (spin up / spin down)	-2.800 / -6.893	eV

=====

(8)
C12H14CaN2PS | wB97M-V/def2-TZVPD

Each line ends with the Löwdin charge.
Element x y z (Å)
1 C 1.311 -0.826 -2.704  -0.2703
2 C 0.533 0.159 -3.426  -0.3500
3 C -0.723 -0.374 -3.784  -0.2442
4 C -0.681 -1.746 -3.374  -0.2405
5 C 0.534 -2.018 -2.691  -0.2917
6 Ca -0.562 -0.266 -1.317  0.7542
7 P 0.193 2.644 -1.512  0.6129
8 H 2.257 -0.391 -2.263  0.1177
9 H 0.933 1.105 -3.647  0.0361
10 H -1.550 0.032 -4.328  0.0702
11 H 0.821 -3.051 -2.502  0.0930
12 H -1.372 -2.524 -3.659  0.0882
13 H -0.625 3.635 -0.827  -0.1275
14 H 0.606 3.478 -2.609  -0.1430
15 H 1.368 2.918 -0.786  -0.1608
16 N 1.625 -2.374 0.462  0.0710
17 C 0.656 -1.778 1.247  -0.7147
18 N 0.089 -0.616 0.868  -0.1004
19 C -0.454 0.080 1.964  -0.3647
20 C -0.871 1.416 1.957  -0.1274
21 C -1.039 2.043 3.200  -0.1599
22 C -1.003 1.265 4.382  -0.1554
23 C -0.755 -0.120 4.362  -0.1883
24 C -0.416 -0.690 3.141  -0.5030
25 S 0.239 -2.334 2.847  0.9284
26 H 1.737 -3.358 0.721  0.0786
27 H 1.360 -2.321 -0.549  0.0507
28 H -1.007 1.926 0.999  0.0194
29 H -1.272 3.118 3.256  0.0795
30 H -1.130 1.754 5.344  0.0754
31 H -0.802 -0.784 5.227  0.0666

Output
E_HOMO (spin up / spin down)	-0.18 / -0.01	eV
total charge	-1
LUMO level (spin up / spin down)	2.644 / 2.644	eV